[1]
Computed, not measured: 7 unconnected molecules or ions with the total composition C5H25N2O7 in a non-equilibrium geometry, with ωB97M-V with the def2-TZVPD basis set.

Geometry as ORCA input:
```
! RIJCOSX wB97M-V def2-TZVPD def2/J DEFGRID3
* xyz 1 1
C 0.490 -0.426 -3.461
O 0.803 0.379 -2.329
C -1.075 -0.585 -3.263
C -1.654 -0.674 -1.759
C -0.862 -0.211 -0.546
C -1.212 0.926 0.087
N -0.494 1.355 1.311
N -0.070 -1.274 -0.084
H 1.065 -1.344 -3.245
H 0.700 0.048 -4.483
H 1.672 0.126 -1.988
H -1.549 0.153 -3.925
H -1.341 -1.420 -3.937
H -1.700 -1.770 -1.488
H -2.581 -0.127 -1.887
H -2.068 1.503 -0.254
H -0.943 1.512 2.218
H 0.365 0.862 1.565
H 0.119 2.179 1.112
H 0.368 -1.862 -0.834
H 0.421 -1.212 0.829
H 3.244 -0.716 1.758
H 2.513 0.165 0.774
O 2.355 -0.354 1.566
H 0.166 0.865 4.626
H 0.981 1.785 3.605
O 0.120 1.481 3.885
H 1.365 2.102 -0.893
H 1.351 3.201 -0.076
O 1.614 2.248 0.054
H -2.561 -2.590 2.965
H -2.235 -3.813 1.994
O -1.955 -3.302 2.762
H -0.075 2.054 -2.074
H 0.371 3.013 -3.318
O 0.384 2.911 -2.360
H -0.076 -2.519 3.745
H 1.250 -2.701 3.493
O 0.730 -1.966 3.853
*
```

Computed properties:
gap between HOMO and LUMO = 9.53 eV
LUMO level = -2.696 eV
energy = -22895.3112 eV
relative energy (zero: lowest compared OMol25 entry of this formula, charge and spin) = 93.8 kcal per mole


[2]
Computed, not measured: C3H8N2S in the gas phase, with ωB97M-V with the def2-TZVPD basis set.

Geometry as ORCA input:
```
! RIJCOSX wB97M-V def2-TZVPD def2/J DEFGRID3
* xyz 0 1
C -1.596 -1.398 0.375
N -1.593 -0.590 -0.598
N -0.977 0.625 -0.524
C 0.089 0.980 0.416
C 1.500 0.652 -0.066
S 1.913 -1.110 -0.182
H -1.056 -1.260 1.298
H -2.141 -2.302 0.262
H -0.887 1.034 -1.450
H 0.024 2.086 0.551
H -0.112 0.514 1.381
H 2.226 1.062 0.641
H 1.681 1.135 -1.040
H 0.930 -1.428 -1.063
*
```

Computed properties:
gap between HOMO and LUMO = 9.44 eV
LUMO level = 0.927 eV
SMILES string = C=NNCCS
energy = -17054.5719 eV
relative energy (zero: lowest compared OMol25 entry of this formula, charge and spin) = 49.8 kcal per mole


[3]
Computed, not measured: 2 unconnected molecules or ions with the total composition C2H10NOS in a non-equilibrium geometry, with ωB97M-V with the def2-TZVPD basis set.

Geometry as ORCA input:
```
! RIJCOSX wB97M-V def2-TZVPD def2/J DEFGRID3
* xyz 1 1
C 0.263 0.465 1.046
C -0.948 -0.263 0.429
S -2.031 0.818 -0.530
N 1.395 -0.494 1.201
H 0.084 0.884 2.029
H 0.607 1.259 0.386
H -1.576 -0.673 1.217
H -0.535 -1.087 -0.159
H -1.088 1.337 -1.331
H 2.136 -0.197 1.824
H 1.879 -0.721 0.310
H 1.014 -1.388 1.497
H 2.110 -0.765 -2.152
H 3.208 -1.537 -1.450
O 2.432 -0.962 -1.290
*
```

Computed properties:
gap between HOMO and LUMO = 9.50 eV
LUMO level = -3.453 eV
energy = -16602.5974 eV
relative energy (zero: lowest compared OMol25 entry of this formula, charge and spin) = 2.0 kcal per mole


[4]
Computed, not measured: a molecular structure, C39H34AlBr4Cl5F11KLiNaO8P in a non-equilibrium geometry, with ωB97M-V with the def2-TZVPD basis set.

Geometry as ORCA input:
```
! RIJCOSX wB97M-V def2-TZVPD def2/J DEFGRID3
* xyz -1 1
C -1.646 2.022 4.084
C -1.092 0.793 4.859
P -2.410 -0.502 5.200
C -2.514 -0.814 7.018
C -3.227 0.327 7.773
C -1.737 -2.022 4.352
C -1.006 -2.920 5.119
C -0.460 -4.042 4.494
C 0.378 -4.971 5.371
C 1.603 -4.185 5.939
C 2.325 -3.326 4.910
C 2.104 -1.811 5.045
O 3.269 -1.099 4.568
C 3.022 0.264 4.708
O 3.313 0.845 5.717
C -0.670 -4.276 3.151
C -1.403 -3.392 2.380
C -1.923 -2.248 2.993
C -2.681 -1.292 2.094
O -3.669 -0.690 2.463
C -2.170 -1.163 0.682
C -2.163 0.009 -0.010
C -1.688 0.095 -1.318
C -1.709 1.493 -1.919
F -2.977 1.974 -1.778
F -0.898 2.265 -1.153
C -1.215 1.656 -3.340
C -2.014 2.360 -4.229
C -1.626 2.613 -5.532
C -0.399 2.158 -5.988
C 0.382 1.442 -5.090
C 1.723 0.882 -5.444
F 1.510 -0.536 -5.572
F 2.659 1.057 -4.420
F 2.169 1.343 -6.623
C -0.005 1.197 -3.787
C -1.253 -1.065 -1.927
C -1.256 -2.262 -1.217
C -1.683 -2.337 0.081
C -1.654 -3.611 0.895
O -1.785 -4.718 0.416
H -1.150 2.916 4.491
H -1.336 1.977 3.033
H -2.726 2.154 4.185
H -0.574 1.058 5.794
H -0.315 0.338 4.223
H -1.515 -0.920 7.484
H -3.051 -1.752 7.221
H -2.669 1.272 7.702
H -4.247 0.470 7.398
H -3.269 0.088 8.845
H -0.809 -2.777 6.180
H 0.650 -5.909 4.874
H -0.256 -5.203 6.239
H 2.343 -4.963 6.326
H 1.273 -3.593 6.796
H 3.442 -3.482 5.036
H 2.067 -3.577 3.835
H 1.889 -1.604 6.100
H 1.257 -1.536 4.397
H 2.523 0.843 3.904
H -0.220 -5.171 2.719
H -2.523 0.914 0.483
H -2.972 2.768 -3.918
H -2.286 3.195 -6.170
H -0.103 2.379 -7.018
H 0.655 0.654 -3.112
H -0.907 -1.055 -2.957
H -0.890 -3.145 -1.743
Li 4.024 -3.723 3.642
F 3.505 5.736 1.132
C 3.198 4.884 0.133
C 1.870 4.645 -0.170
C 1.562 3.775 -1.199
C 2.585 3.142 -1.907
C 3.915 3.388 -1.587
C 4.227 4.271 -0.562
H 1.081 5.133 0.393
H 0.521 3.592 -1.439
H 2.333 2.455 -2.707
H 4.711 2.894 -2.134
H 5.255 4.486 -0.300
C 1.343 0.247 -10.141
Cl 3.059 0.710 -10.171
Cl 0.584 0.736 -11.672
Cl 1.218 -1.478 -9.934
Cl 0.552 1.051 -8.787
O -4.313 2.184 -12.511
Cl -2.938 1.795 -12.373
O -2.652 0.663 -13.224
O -2.654 1.451 -10.996
O -2.080 2.904 -12.764
F -0.866 4.185 -0.122
Na 1.729 2.599 -12.672
C -4.563 2.464 11.406
Br -3.424 0.907 11.441
Br -3.668 4.014 12.122
Br -5.269 2.796 9.644
H -5.404 2.256 12.052
K 3.635 -0.545 -5.103
Br 3.385 -5.300 8.076
F 4.051 -1.984 -11.926
Al 4.752 -3.244 -10.984
F 3.660 -4.555 -10.882
F 5.057 -2.636 -9.395
F 6.218 -3.752 -11.696
*
```

Computed properties:
gap between HOMO and LUMO = 4.03 eV
LUMO level = -1.222 eV
energy = -466878.7473 eV


[5]
Computed, not measured: a gas-phase ion, CHO3PS2 (charge -2) in a non-equilibrium geometry, with ωB97M-V with the def2-TZVPD basis set.

Geometry as ORCA input:
```
! RIJCOSX wB97M-V def2-TZVPD def2/J DEFGRID3
* xyz -2 1
O 0.280 -1.150 -1.385
P 0.064 -0.776 0.042
O -0.498 -1.802 0.948
O 1.652 -0.334 0.584
C -0.776 0.816 0.104
S -2.499 0.895 0.247
S 0.048 2.162 -0.374
H 1.729 0.189 -0.166
*
```

Computed properties:
gap between HOMO and LUMO = 5.69 eV
LUMO level = 5.904 eV
SMILES string = O=[P@@]([O-])(O)C(=S)[S-]
energy = -38157.2016 eV
relative energy (zero: lowest compared OMol25 entry of this formula, charge and spin) = 7.2 kcal per mole


[6]
Computed, not measured: a molecular structure, C45H46GeN13O2Si2Tl, with ωB97M-V with the def2-TZVPD basis set.

Geometry as ORCA input:
```
! RIJCOSX wB97M-V def2-TZVPD def2/J DEFGRID3
* xyz -2 1
Tl 0.908 -0.240 0.008
C 1.694 3.897 1.953
Si 0.725 1.557 3.230
C 0.091 2.904 4.393
C 1.769 0.487 4.343
C -0.505 0.823 2.147
C -1.279 1.945 1.511
C -2.342 2.560 2.204
C -3.000 3.648 1.673
C -2.589 4.143 0.448
C -1.545 3.486 -0.179
N -0.917 2.420 0.312
Si -1.576 -0.427 3.022
C -0.548 -1.735 3.893
C -2.684 0.183 4.457
C -2.787 -1.153 1.808
H 1.375 4.474 2.812
H 2.609 5.452 1.022
H 2.897 2.471 2.820
H 0.887 3.334 5.010
H -0.632 2.440 5.067
H -0.424 3.707 3.867
H 2.495 1.097 4.886
H 2.297 -0.307 3.818
H 1.114 0.017 5.080
H -2.606 2.203 3.186
H -3.814 4.115 2.218
H -3.065 4.997 -0.016
H -1.196 3.836 -1.142
H -0.505 -1.535 4.967
H 0.473 -1.779 3.522
H -0.991 -2.724 3.757
H -2.153 0.846 5.146
H -3.004 -0.693 5.030
H -3.587 0.699 4.120
H -2.277 -1.801 1.095
H -3.279 -0.362 1.237
H -3.553 -1.743 2.318
N 3.683 1.884 -0.897
C 4.105 0.555 -0.941
N 5.288 0.201 -1.414
N 5.282 -1.143 -1.311
N 4.165 -1.549 -0.792
N 3.377 -0.481 -0.563
C 3.135 2.507 0.207
N 3.428 3.794 0.268
N 2.717 4.476 1.246
N 2.048 2.506 2.240
N 2.371 1.765 1.025
H 4.264 2.510 -1.432
O 0.144 -6.987 4.703
N -0.431 -6.409 3.739
O -1.566 -6.799 3.330
C 0.201 -5.332 3.137
C 1.429 -4.928 3.654
C 2.102 -3.792 3.166
C 3.365 -3.380 3.648
C 3.948 -2.248 3.149
C 3.262 -1.488 2.195
N 2.077 -1.841 1.729
C 1.523 -2.989 2.158
C 0.293 -3.457 1.535
N -0.132 -2.739 0.487
C -1.154 -3.165 -0.223
C -1.847 -4.324 0.114
C -1.464 -5.042 1.227
C -0.354 -4.631 1.984
H 1.854 -5.508 4.458
H 3.861 -3.982 4.402
H 4.926 -1.925 3.481
H 3.679 -0.573 1.796
H -1.393 -2.558 -1.091
H -2.679 -4.655 -0.494
H -1.995 -5.930 1.527
C 0.514 -0.864 -2.106
Ge -0.336 0.296 -3.373
C 0.607 1.928 -4.009
C 1.497 2.540 -3.127
C 2.279 3.622 -3.517
C 2.195 4.101 -4.818
C 1.333 3.490 -5.720
C 0.552 2.413 -5.317
C -0.551 -0.829 -5.000
C -1.340 -0.434 -6.082
C -1.533 -1.265 -7.179
C -0.941 -2.521 -7.208
C -0.160 -2.936 -6.137
C 0.030 -2.097 -5.045
C -2.234 0.723 -3.037
C -2.754 2.014 -2.981
C -4.100 2.239 -2.709
C -4.956 1.167 -2.502
C -4.464 -0.130 -2.588
C -3.120 -0.344 -2.857
H 1.578 -0.833 -2.389
H 1.593 2.152 -2.123
H 2.956 4.076 -2.801
H 2.807 4.938 -5.133
H 1.281 3.843 -6.744
H -0.102 1.941 -6.041
H -1.833 0.533 -6.061
H -2.154 -0.939 -8.005
H -1.096 -3.177 -8.058
H 0.295 -3.920 -6.148
H 0.622 -2.431 -4.199
H -2.099 2.858 -3.156
H -4.478 3.254 -2.654
H -6.000 1.340 -2.266
H -5.127 -0.974 -2.435
H -2.749 -1.359 -2.960
*
```

Computed properties:
gap between HOMO and LUMO (spin up / spin down) = 6.13 / 4.87 eV
LUMO level (spin up / spin down) = 3.843 / 3.833 eV
energy = -147837.5436 eV
relative energy (zero: lowest compared OMol25 entry of this formula, charge and spin) = 47.2 kcal per mole


[7]
Computed, not measured: 3 unconnected molecules or ions with the total composition C6H16O3 in a non-equilibrium geometry, with ωB97M-V with the def2-TZVPD basis set.

Geometry as ORCA input:
```
! RIJCOSX wB97M-V def2-TZVPD def2/J DEFGRID3
* xyz 1 2
C -0.039 -1.045 2.762
O -0.221 0.015 3.685
C -1.207 -1.072 1.764
C -1.188 0.038 0.696
C 0.061 0.146 -0.157
C 1.129 -1.384 -1.970
C 0.059 -0.880 -1.208
H 0.856 -0.736 2.224
H 0.040 -2.028 3.210
H -0.794 -0.266 4.409
H -1.441 -2.061 1.335
H -2.143 -0.917 2.295
H -2.064 -0.135 0.062
H -1.405 0.977 1.190
H -0.016 1.071 -0.783
H 1.016 0.153 0.362
H 2.158 -1.044 -1.968
H 0.868 -2.082 -2.757
H -0.926 -1.300 -1.380
H 2.225 2.338 -1.540
H 2.123 0.872 -1.542
O 2.100 1.605 -2.163
H -0.982 2.085 -2.693
H 0.294 2.730 -3.173
O -0.504 2.921 -2.660
*
```

Computed properties:
gap between HOMO and LUMO (spin up / spin down) = 8.34 / 4.54 eV
LUMO level (spin up / spin down) = -5.291 / -9.086 eV
energy = -12613.1947 eV
relative energy (zero: lowest compared OMol25 entry of this formula, charge and spin) = 25.0 kcal per mole


[8]
Computed, not measured: a molecular structure, C25H44DyO2P2 in a non-equilibrium geometry, with ωB97M-V with the def2-TZVPD basis set.

Geometry as ORCA input:
```
! RIJCOSX wB97M-V def2-TZVPD def2/J DEFGRID3
* xyz 1 6
Dy -0.140 -0.416 2.007
C 1.357 1.889 1.723
C 0.117 2.321 2.289
C 1.188 0.988 3.845
C 2.017 1.069 2.684
C 0.013 1.770 3.600
C 1.952 2.325 0.433
H 1.198 2.756 -0.236
H 2.437 1.486 -0.084
H 2.728 3.093 0.596
C 3.378 0.502 2.542
H 3.979 1.116 1.859
H 3.362 -0.521 2.133
H 3.882 0.460 3.515
C 1.540 0.273 5.095
H 2.551 0.552 5.424
H 1.531 -0.819 4.959
H 0.833 0.518 5.894
C -1.068 2.092 4.565
H -1.035 3.156 4.847
H -0.970 1.500 5.480
H -2.062 1.896 4.138
C -0.836 3.292 1.686
H -0.600 4.325 1.998
H -1.867 3.082 2.002
H -0.803 3.267 0.588
C 0.201 1.621 -5.413
C -1.006 1.238 -5.851
C -1.919 0.161 -5.323
C -1.307 -0.907 -4.381
C -1.436 -0.477 -2.902
C -0.966 0.927 -2.578
C 0.441 1.348 -2.873
C 1.011 1.053 -4.275
H -2.334 -0.374 -6.194
H -0.274 -1.127 -4.674
H -2.790 0.615 -4.820
H 1.174 -0.028 -4.384
H 0.707 2.444 -5.930
H -1.427 1.739 -6.733
H 2.010 1.516 -4.336
H 0.501 2.434 -2.677
H -1.709 1.731 -2.676
H 1.139 0.895 -2.143
H -1.865 -1.849 -4.538
H -2.521 -0.509 -2.683
P -0.771 -1.697 -1.656
C 0.785 -2.349 -2.244
C -1.975 -3.010 -1.539
P -0.915 0.655 -0.331
C -0.518 -1.120 -0.059
C -2.777 0.554 -0.225
C -2.196 -1.089 2.850
H 1.634 -1.719 -1.940
H 0.797 -2.467 -3.337
H 0.917 -3.340 -1.783
H -1.431 -3.957 -1.435
H -2.602 -3.046 -2.440
H -2.620 -2.878 -0.660
H -2.741 -1.946 2.427
H -2.921 -0.286 3.055
H -1.798 -1.421 3.834
H 0.588 -1.367 0.236
H -1.263 -1.630 0.623
H -3.088 0.829 0.792
H -3.208 -0.430 -0.469
H -3.177 1.304 -0.925
C 2.896 -3.980 2.578
O 2.698 -2.883 1.632
C 1.621 -2.171 1.731
O 0.869 -2.267 2.757
H 2.858 -3.611 3.611
H 3.889 -4.353 2.331
H 2.136 -4.746 2.388
*
```

Computed properties:
gap between HOMO and LUMO (spin up / spin down) = 6.20 / 6.31 eV
LUMO level (spin up / spin down) = -3.450 / -3.386 eV
energy = -73385.2849 eV
relative energy (zero: lowest compared OMol25 entry of this formula, charge and spin) = 68.5 kcal per mole


[9]
Computed, not measured: a gas-phase ion, C2H3O4S (charge -1) in a non-equilibrium geometry, with ωB97M-V with the def2-TZVPD basis set.

Geometry as ORCA input:
```
! RIJCOSX wB97M-V def2-TZVPD def2/J DEFGRID3
* xyz -1 1
O 0.150 1.953 0.372
C 1.092 1.189 0.438
O 2.085 0.937 1.040
S 1.147 0.285 -1.437
O 0.433 -1.190 -0.863
C -0.543 -0.989 -0.029
O -1.693 -0.105 -0.319
H -0.320 -0.869 1.132
H -1.082 -1.977 0.053
H -1.269 0.769 -0.388
*
```

Computed properties:
gap between HOMO and LUMO = 7.69 eV
LUMO level = 3.735 eV
SMILES string = O=C([O-])SOCO
energy = -21148.0817 eV
relative energy (zero: lowest compared OMol25 entry of this formula, charge and spin) = 33.2 kcal per mole


[10]
Computed, not measured: 2 unconnected molecules or ions with the total composition C4H9O2 in a non-equilibrium geometry, with ωB97M-V with the def2-TZVPD basis set.

Geometry as ORCA input:
```
! RIJCOSX wB97M-V def2-TZVPD def2/J DEFGRID3
* xyz -1 1
C 0.669 1.911 -1.044
C 1.530 0.969 -0.523
O 1.525 0.513 0.694
H 0.803 2.310 -2.042
H -0.185 2.351 -0.458
H 2.277 0.687 -1.290
H 1.021 -1.027 0.843
C -0.676 -1.504 0.054
O 0.548 -1.891 0.705
C -1.367 -0.357 0.882
H -1.269 -2.461 -0.015
H -0.452 -1.208 -1.005
H -2.434 -0.193 0.550
H -0.731 0.551 0.693
H -1.258 -0.651 1.958
*
```

Computed properties:
gap between HOMO and LUMO = 7.32 eV
LUMO level = 4.407 eV
energy = -8388.7075 eV
relative energy (zero: lowest compared OMol25 entry of this formula, charge and spin) = 41.1 kcal per mole


Question: Among the records above, which one has the highest energy?
Answer: C4H9O2


Question: Which formula does entry 6 have?
Answer: C45H46GeN13O2Si2Tl